1.
2 unconnected molecules or ions with the total composition C5H10N2O, computed with ωB97M-V with the def2-TZVPD basis set.

Structure (XYZ):
```
18
C5H10N2O, DFT ωB97M-V with the def2-TZVPD basis set
C -1.01 -0.84 0.27
C -1.08 1.40 -0.87
C 1.34 -0.13 -1.00
C 1.26 -0.49 0.38
N -2.20 -0.86 0.91
C 2.40 -0.31 1.30
N 0.10 -0.75 0.99
O 3.51 0.05 0.95
H -1.03 -1.18 -0.76
H -2.23 -0.50 1.85
H -3.05 -0.82 0.37
H 2.17 -0.53 2.36
H -0.62 2.17 -1.48
H -1.26 1.73 0.15
H -1.96 0.99 -1.35
H 2.30 0.27 -1.30
H 0.95 -0.86 -1.71
H 0.41 0.66 -1.06
```

The lowest unoccupied orbital energy (spin up / spin down) is -0.020 / -0.020 Eh.

Table of Mulliken atomic charges, one value per atom, all in e: C -0.302; C -0.901; C -0.814; C 0.669; N -0.380; C -0.077; N -0.606; O -0.503; H 0.540; H 0.263; H 0.237; H 0.368; H 0.387; H 0.275; H 0.212; H 0.357; H 0.281; H -0.007

2.
A molecular structure, C5H10N2O at a distorted geometry, computed with ωB97M-V with the def2-TZVPD basis set.

Structure (XYZ):
```
18
C5H10N2O, DFT ωB97M-V with the def2-TZVPD basis set
C 1.77 -0.72 0.15
C -1.17 -1.55 -0.50
N 0.59 -0.17 0.82
C 0.26 1.55 -0.06
C -0.97 1.02 -0.27
C -1.00 -0.32 0.35
O -2.12 1.77 -0.38
N 1.06 2.42 -0.42
H -1.85 2.70 -0.45
H 0.57 -0.50 1.78
H 1.98 2.29 -0.01
H -1.69 -0.35 1.21
H 1.65 -0.68 -0.93
H 1.96 -1.74 0.49
H 2.65 -0.13 0.42
H -0.47 -1.58 -1.35
H -1.06 -2.47 0.09
H -2.17 -1.55 -0.94
```

The lowest unoccupied orbital energy is 0.027 Eh.

Table of Mulliken atomic charges, one value per atom, all in e: C -0.987; C -1.296; N -0.299; C 0.319; C 0.060; C 0.153; O -0.546; N -0.677; H 0.324; H 0.299; H 0.249; H 0.361; H 0.340; H 0.335; H 0.341; H 0.295; H 0.352; H 0.378

3.
A single C5H10N2O molecule at a distorted geometry, computed with ωB97M-V with the def2-TZVPD basis set.

Structure (XYZ):
```
18
C5H10N2O, DFT ωB97M-V with the def2-TZVPD basis set
C -0.01 0.58 -0.86
C -0.15 -0.86 -0.90
C -0.13 0.67 2.40
C 1.21 1.31 -1.29
N -1.44 -1.35 -1.32
O 0.35 0.14 1.16
C -0.03 -1.23 0.77
N -0.30 -2.21 1.38
H -0.94 1.14 -0.79
H 0.73 -1.35 -1.33
H -1.46 -1.57 -2.31
H -1.68 -2.18 -0.78
H 0.10 1.74 2.39
H 0.39 0.20 3.24
H -1.20 0.48 2.50
H 2.11 0.71 -1.12
H 1.13 1.52 -2.36
H 1.30 2.27 -0.79
```

The lowest unoccupied orbital energy (spin up / spin down) is -0.014 / -0.014 Eh.

Table of Mulliken atomic charges, one value per atom, all in e: C 0.018; C 0.359; C -0.688; C -1.262; N -0.690; O -0.276; C 0.253; N -0.728; H 0.362; H 0.236; H 0.231; H 0.305; H 0.276; H 0.238; H 0.333; H 0.345; H 0.361; H 0.327

4.
A single C5H10N2O molecule at a distorted geometry, computed with ωB97M-V with the def2-TZVPD basis set.

Structure (XYZ):
```
18
C5H10N2O, DFT ωB97M-V with the def2-TZVPD basis set
C -2.11 1.39 0.08
C -1.45 0.03 -0.21
C -2.28 -1.21 0.04
C -0.11 -0.28 -0.41
C 2.11 0.70 -0.23
H -1.79 1.74 1.18
H -1.70 2.34 -0.49
H -3.15 1.49 -0.04
H -1.27 -1.95 0.07
H -2.44 -1.16 1.14
H -3.38 -1.44 -0.43
H 0.00 -1.42 -0.67
H 2.67 1.57 -0.08
H 2.42 -1.41 0.19
H 4.69 -0.75 0.33
N 0.80 0.70 -0.48
N 2.96 -0.55 -0.24
O 4.06 0.22 0.24
```

The lowest unoccupied orbital energy is 0.019 Eh. The SMILES is CC(C)=C/N=C\NO.

Table of Mulliken atomic charges, one value per atom, all in e: C -1.173; C 0.636; C -0.923; C -0.413; C -0.106; H 0.218; H 0.295; H 0.397; H 0.228; H 0.261; H 0.282; H 0.222; H 0.415; H 0.296; H 0.349; N -0.314; N -0.258; O -0.412

Calculated energy above the lowest of the compared OMol25 structures with the same formula, charge and spin (kJ/mol), listed in the same order as above: 390.5, 448.1, 448.3, 730.0
Calculated molar mass (g mol⁻¹), listed in the same order as above: 114.15, 114.15, 114.15, 114.15
Calculated electronic energy (eV), listed in the same order as above: -10371.2583, -10370.6613, -10370.6590, -10367.7394